Computed, not measured: the ion C7H12N with charge +1 in a non-equilibrium geometry, with ωB97M-V/def2-TZVPD.

Its molecular weight is 110.18 g mol⁻¹. The HOMO-LUMO gap comes out at 8.971 eV. The calculation puts the highest occupied orbital energy at -0.46473 Eh. The total charge is +1.

Each line ends with the Löwdin charge.
Geometry (Å):
C -2.711749 1.081635 0.419970  -0.03
C -1.780444 -0.054700 0.230911  -0.18
C -0.590344 -0.578810 0.024076  -0.04
C 1.134069 -0.131451 -0.172571  -0.31
N 2.025062 -0.883314 0.823957  0.21
C 1.234741 1.290895 -0.210974  -0.11
C 1.668292 0.487641 -1.467197  0.01
C -1.675149 -1.524168 -0.167264  -0.09
H -2.043896 1.982639 0.460169  0.08
H -3.247836 1.003596 1.433869  0.12
H -3.435668 1.163050 -0.417853  0.10
H 1.302703 -1.311954 1.502605  0.20
H 2.778731 -0.258682 1.270375  0.20
H 2.661155 -1.642345 0.419449  0.20
H 1.847291 1.955125 0.458541  0.14
H 0.304969 1.840998 -0.418291  0.11
H 1.111958 0.556530 -2.288893  0.06
H 2.811618 0.369023 -1.613946  0.15
H -2.080585 -1.934944 -1.076134  0.09
H -2.044492 -2.200144 0.614296  0.09

Atoms 1-6, force components in eV/Å:
C 0.5 0.6 1.1
C 1.5 -0.4 -1.0
C 3.3 1.7 -0.2
C -4.2 -1.9 0.4
N 0.8 -0.5 0.1
C 0.2 3.1 -0.6

---

Computed, not measured: a structure of composition C7H12N in a non-equilibrium geometry, with ωB97M-V/def2-TZVPD.

Its molecular weight is 110.18 g mol⁻¹. The HOMO-LUMO gap comes out at 10.837 eV. The calculation puts the highest occupied orbital energy at -0.53684 Eh. The total charge is +1.

Each line ends with the Löwdin charge.
Geometry (Å):
C -0.190701 -0.782427 1.667269  -0.03
C -0.658368 0.387555 1.252470  -0.01
C -0.022167 -1.696227 -0.536106  -0.19
C -0.717289 -0.432407 -0.999626  -0.12
C 0.736777 -1.374071 0.668774  -0.08
C -0.143296 0.688792 -0.128131  -0.51
C -0.212076 2.175281 -0.509842  -0.01
N 1.302383 0.234158 -0.034484  0.16
H -0.375699 -1.398267 2.586184  0.15
H -1.503032 0.929249 1.675945  0.14
H -0.751587 -2.533369 -0.233854  0.17
H 0.704224 -2.198443 -1.356737  0.18
H -0.447495 -0.334662 -2.104477  0.15
H -1.801625 -0.483351 -0.798760  0.14
H 1.532408 -2.018290 0.996253  0.15
H -1.193305 2.412583 -1.130997  0.14
H 0.616036 2.421326 -1.176335  0.07
H -0.229907 2.863049 0.406836  0.11
H 1.594160 0.759650 0.780742  0.15
H 1.760559 0.379873 -1.025125  0.22

Atoms 1-6, force components in eV/Å:
C 0.7 -0.7 1.4
C -0.9 -0.5 0.2
C 0.2 -4.0 -2.0
C -0.6 0.3 -1.8
C 0.8 2.4 -0.5
C 0.4 0.5 -0.1

---

Computed, not measured: a cluster of 3 separate species, C7H12N2O in total in a non-equilibrium geometry, with ωB97M-V/def2-TZVPD.

Its molecular weight is 140.19 g mol⁻¹. The HOMO-LUMO gap comes out at 9.860 eV. The calculation puts the highest occupied orbital energy at -0.34742 Eh. The total charge is 0.

Each line ends with the Löwdin charge.
Geometry (Å):
C 1.532071 -1.552941 0.818468  -0.07
C 2.188651 -0.188321 0.727068  -0.49
C 2.231981 0.730799 1.959548  -0.02
O 2.476121 0.253919 -0.334212  0.07
H 0.470641 -1.466001 1.050668  0.04
H 1.909081 -2.267341 1.550308  0.09
H 1.750891 -2.129031 -0.080612  0.09
H 1.660671 1.642189 1.783238  0.08
H 3.144781 0.928149 2.521638  0.08
H 1.647681 0.183399 2.699168  0.06
C -2.152879 2.201189 -2.080942  -0.05
C -2.304589 1.532099 -0.882172  -0.28
N -2.417079 0.994579 0.139548  0.15
H -1.091019 2.445829 -2.054152  0.11
H -2.880189 3.008699 -2.164882  0.10
H -2.205339 1.481799 -2.898152  0.10
C -1.157079 -0.831241 -0.627312  -0.09
C -0.758559 -2.204001 -0.139322  -0.28
N -0.458909 -3.268101 0.243138  0.12
H -1.744339 -0.975101 -1.534242  0.09
H -0.242699 -0.287871 -0.865572  0.08
H -1.599899 -0.232701 0.168788  -0.01

Atoms 1-6, force components in eV/Å:
C 1.6 -0.1 0.5
C -0.4 -0.1 1.9
C -1.2 -1.2 1.0
O 0.7 0.7 -2.2
H 0.9 0.4 0.2
H 0.2 0.5 0.7

---

Computed, not measured: the molecule C7H12N2O in a non-equilibrium geometry, with ωB97M-V/def2-TZVPD.

Its molecular weight is 140.19 g mol⁻¹. The HOMO-LUMO gap comes out at 8.839 eV. The calculation puts the highest occupied orbital energy at -0.29402 Eh. The total charge is 0.

Each line ends with the Löwdin charge.
Geometry (Å):
C -1.468112 1.532537 -0.692541  -0.23
C 3.080532 -0.086603 0.780926  -0.08
C 2.190222 -1.009290 -0.057812  -0.13
C 0.760991 1.268272 0.322615  -0.20
C -2.209905 1.222366 0.480228  -0.02
C 1.974862 0.454379 -0.111862  -0.31
C -2.146727 -1.644174 -0.777699  -0.08
N -0.199922 1.499276 -0.766956  0.00
N -2.678516 0.151707 0.907828  0.00
O -2.905469 -1.153884 0.348741  -0.14
H -1.946097 1.957571 -1.468789  0.07
H 2.904849 0.042846 1.902628  0.13
H 3.993101 0.257470 0.510865  0.05
H 2.582219 -1.633937 -0.779494  0.06
H 1.396495 -1.680165 0.344997  0.10
H 0.180202 0.802898 1.155146  0.10
H 0.929211 2.394352 0.541260  0.15
H 2.216637 0.800094 -1.137419  0.14
H -1.010167 -1.557490 -0.644166  0.09
H -2.232583 -1.095144 -1.777474  0.10
H -2.404611 -2.638484 -0.940177  0.05
H -3.007207 0.115397 1.859165  0.14

Atoms 1-6, force components in eV/Å:
C 2.3 -1.7 2.5
C -4.1 0.1 2.0
C -1.6 -0.5 2.7
C -2.2 0.5 0.6
C 0.3 0.6 0.5
C -0.3 1.1 -1.9

---

Computed, not measured: the molecule C7H12N2O3 in a non-equilibrium geometry, with ωB97M-V/def2-TZVPD.

Its molecular weight is 172.18 g mol⁻¹. The HOMO-LUMO gap comes out at 9.056 eV. The calculation puts the highest occupied orbital energy at -0.32467 Eh. The total charge is 0.

Each line ends with the Löwdin charge.
Geometry (Å):
O 3.375373 3.437749 -1.093930  0.14
C 2.913527 2.570397 -0.462994  -0.54
O 3.573988 1.391099 -0.479622  0.03
C 1.493643 2.311790 0.149910  -0.13
N 0.568906 1.601600 -0.661749  0.09
C 0.570145 0.176806 -0.597496  -0.25
O 1.599228 -0.560765 -0.201916  -0.03
C -0.774509 -0.567850 -0.718079  -0.26
C -2.003318 -0.421646 0.284161  -0.29
C -2.539988 -1.653217 0.633508  -0.20
C -1.028663 -2.319730 0.701470  -0.29
N -0.567168 -2.008554 -0.568852  -0.10
H 2.975102 0.669557 0.107316  0.15
H 1.080837 3.266698 0.446636  0.12
H 1.679395 1.896470 1.231699  0.17
H -0.009607 2.163922 -1.219158  0.13
H -1.448398 -0.481751 -1.763303  0.19
H -2.853571 0.311665 0.062282  0.13
H -1.304687 -0.025853 1.269090  0.17
H -3.152618 -1.896390 1.561032  0.13
H -3.076936 -1.971092 -0.425976  0.17
H -1.002097 -3.514468 0.931551  0.14
H -0.557645 -2.057710 1.698381  0.11
H 0.489061 -2.318727 -0.883959  0.20

Atoms 1-6, force components in eV/Å:
O 0.1 3.2 -0.6
C -0.8 -4.3 -0.3
O -1.9 -2.5 2.9
C 1.7 1.8 2.8
N 1.6 -3.9 1.4
C 2.1 -0.9 2.0

---

Computed, not measured: the ion C7H12N3 with charge +1 in a non-equilibrium geometry, with ωB97M-V/def2-TZVPD.

Its molecular weight is 138.19 g mol⁻¹. The HOMO-LUMO gap (alpha / beta) comes out at 8.530 / 8.532 eV. The calculation puts the highest occupied orbital energy (alpha / beta) at -0.46497 / -0.46500 Eh. The total charge is +1.

Each line ends with the Löwdin charge.
Geometry (Å):
C -2.307670 1.045985 0.502092  0.00
C -0.976723 0.371003 0.137105  -0.23
C -0.020348 0.555245 1.050890  0.02
C 1.525419 0.325518 0.707513  -0.07
C 1.839315 -1.074996 0.178356  -0.26
N 3.096187 -1.654492 0.699099  0.24
N 1.061353 -1.725301 -0.612764  0.06
N 0.081268 -1.261130 -1.327317  0.08
C -0.796425 -0.290975 -1.101366  -0.25
C -1.803212 -0.057192 -2.195822  -0.01
H -2.278176 1.081856 1.503148  0.04
H -3.070284 0.364334 0.125477  0.10
H -2.348163 1.938771 -0.023592  0.07
H -0.307322 0.926078 1.970561  0.09
H 1.840631 1.240911 0.069366  0.15
H 2.039553 0.391408 1.691813  0.10
H 3.905796 -1.909721 0.069349  0.21
H 2.981628 -2.565755 1.210695  0.20
H 3.573587 -1.149531 1.391167  0.13
H -2.749426 -0.615860 -2.001590  0.11
H -1.531719 -0.582454 -3.125835  0.10
H -2.027475 1.066893 -2.112811  0.12

Atoms 1-6, force components in eV/Å:
C 0.9 -3.6 -3.6
C -0.5 1.4 1.9
C 2.7 -1.9 -3.0
C -0.7 1.4 0.9
C -2.5 2.1 -1.3
N 0.9 -3.9 -0.5